Record 1
{
  "formula": "C2H3NO",
  "method": "ωB97M-V/def2-TZVPD",
  "relative_energy_kj_mol": 104.9,
  "multiplicity": 1,
  "gap_ev": 12.0645,
  "smiles": "N#CCO",
  "total_energy_ha": -207.95769,
  "species": ["O", "C", "C", "N", "H", "H", "H"],
  "xyz": [[0.075, -1.138, 0.609], [0.434, 0.244, 0.264], [-0.349, 0.496, -0.931], [-1.094, 0.509, -1.817], [-0.843, -1.449, 0.859], [1.531, 0.293, 0.007], [0.250, 1.052, 1.007]],
  "nbo_charge": [-0.7348, -0.1612, 0.2412, -0.3035, 0.5059, 0.2347, 0.2177]
}


Record 2
{
  "formula": "CHF3NO4S2Yb",
  "method": "ωB97M-V/def2-TZVPD",
  "charge": -1,
  "relative_energy_kj_mol": 265.5,
  "multiplicity": 1,
  "gap_ev": 5.6354,
  "total_energy_ha": -2649.08715,
  "species": ["N", "S", "O", "S", "O", "O", "C", "F", "F", "F", "Yb", "O", "H"],
  "xyz": [[-0.748, -1.895, -0.891], [-2.093, -0.835, -0.465], [-1.879, 2.840, 0.627], [0.681, -1.352, -0.714], [0.820, 0.158, -0.822], [1.688, -2.105, -1.469], [1.260, -1.594, 1.056], [0.557, -0.840, 1.893], [1.096, -2.868, 1.395], [2.546, -1.284, 1.185], [-1.026, 1.567, -0.874], [-1.753, 3.754, -0.595], [-1.145, 4.453, -0.327]],
  "nbo_charge": [-1.0806, -0.4540, -0.6536, 2.1713, -1.1041, -0.9559, 0.7053, -0.3257, -0.3249, -0.3307, 1.5290, -0.6405, 0.4643]
}


Record 3
{
  "formula": "C7H14",
  "method": "ωB97M-V/def2-TZVPD",
  "relative_energy_kj_mol": 177.3,
  "multiplicity": 1,
  "gap_ev": 10.7273,
  "smiles": "C=CCC1CC1.C",
  "total_energy_ha": -275.04870,
  "species": ["C", "C", "C", "C", "C", "C", "C", "H", "H", "H", "H", "H", "H", "H", "H", "H", "H", "H", "H", "H", "H"],
  "xyz": [[-0.777, -2.265, 0.901], [0.871, -0.462, -1.452], [0.299, -1.158, -2.430], [0.422, 0.898, -0.982], [0.625, 1.171, 0.497], [0.044, 2.425, 1.087], [-0.501, 1.084, 1.490], [-1.653, -1.734, 1.283], [-0.833, -3.322, 1.172], [0.127, -1.820, 1.329], [1.752, -0.877, -0.958], [0.690, -2.122, -2.745], [-0.739, -2.164, -0.184], [-0.587, -0.796, -2.950], [0.992, 1.654, -1.541], [-0.634, 1.047, -1.246], [1.607, 0.885, 0.874], [0.632, 2.987, 1.807], [-0.573, 3.042, 0.437], [-1.485, 0.805, 1.123], [-0.278, 0.722, 2.490]],
  "nbo_charge": [-0.8563, -0.1541, -0.4114, -0.4461, -0.2223, -0.4212, -0.4184, 0.2082, 0.2097, 0.2107, 0.1941, 0.2007, 0.2251, 0.1902, 0.2185, 0.2086, 0.2104, 0.2146, 0.2099, 0.2126, 0.2164]
}


Record 4
{
  "formula": "C20H25NO3",
  "method": "ωB97M-V/def2-TZVPD",
  "relative_energy_kj_mol": 243.1,
  "multiplicity": 1,
  "gap_ev": 8.7410,
  "smiles": "CCOc1ccc(OCc2ccc(C(=O)N(CC)CC)cc2)cc1",
  "total_energy_ha": -1057.58112,
  "species": ["C", "C", "O", "C", "C", "C", "C", "C", "C", "H", "H", "O", "C", "C", "C", "C", "C", "C", "C", "H", "H", "C", "O", "N", "C", "C", "H", "H", "H", "H", "H", "C", "C", "H", "H", "H", "H", "H", "H", "H", "H", "H", "H", "H", "H", "H", "H", "H", "H"],
  "xyz": [[-2.324, -6.974, -3.471], [-1.023, -6.603, -4.178], [-1.005, -5.262, -4.622], [-0.816, -4.253, -3.721], [-0.499, -4.409, -2.375], [-0.310, -3.300, -1.574], [-0.431, -2.011, -2.086], [-0.746, -1.853, -3.431], [-0.935, -2.963, -4.231], [-1.178, -2.847, -5.276], [-0.848, -0.874, -3.872], [-0.224, -0.995, -1.198], [-0.337, 0.335, -1.657], [-0.106, 1.271, -0.500], [0.579, 2.465, -0.683], [0.769, 3.333, 0.377], [0.294, 3.008, 1.641], [-0.400, 1.818, 1.823], [-0.601, 0.959, 0.759], [-1.136, 0.032, 0.899], [-0.796, 1.572, 2.798], [0.443, 3.981, 2.774], [-0.278, 4.958, 2.862], [1.411, 3.710, 3.681], [2.346, 2.615, 3.562], [2.089, 1.496, 4.569], [1.074, 1.120, 4.464], [2.229, 1.849, 5.587], [2.782, 0.678, 4.390], [2.280, 2.213, 2.549], [3.360, 3.007, 3.706], [1.545, 4.616, 4.810], [0.472, 4.385, 5.870], [0.517, 3.373, 6.263], [-0.508, 4.549, 5.431], [0.608, 5.087, 6.689], [2.543, 4.488, 5.235], [1.447, 5.638, 4.430], [1.293, 4.266, 0.229], [0.962, 2.721, -1.660], [0.397, 0.531, -2.452], [-1.345, 0.509, -2.067], [-0.063, -3.416, -0.531], [-0.390, -5.386, -1.932], [-0.157, -6.812, -3.537], [-0.919, -7.191, -5.094], [-2.305, -8.025, -3.195], [-2.463, -6.374, -2.575], [-3.166, -6.798, -4.136]],
  "nbo_charge": [-0.6384, -0.0611, -0.4974, 0.2693, -0.2428, -0.2513, 0.2769, -0.2752, -0.2387, 0.2237, 0.2181, -0.4982, -0.0800, -0.0387, -0.2065, -0.1808, -0.1362, -0.1494, -0.2049, 0.2238, 0.2085, 0.6691, -0.6206, -0.4370, -0.2071, -0.6167, 0.2086, 0.2044, 0.2151, 0.2216, 0.1910, -0.2158, -0.6159, 0.1988, 0.2285, 0.2105, 0.1923, 0.2225, 0.2197, 0.2122, 0.1811, 0.1852, 0.2220, 0.2097, 0.1667, 0.1925, 0.2137, 0.2122, 0.2151]
}


For reference, molar mass by record: 57.05; 385.19; 98.19; 327.42 g/mol.